DFT (wB97M-V/def2-TZVPD) results for C10H12BeCl2N3OS2 as an isolated structure in a non-equilibrium geometry.

CARTESIAN COORDINATES (ANGSTROEM)
Cl 8.585 6.341 9.352
C 9.959 7.208 9.932
C 4.777 7.064 8.597
S 4.930 6.295 10.161
C 6.945 11.215 12.804
N 6.355 8.959 13.161
Cl 9.578 8.460 11.145
C 5.163 5.016 7.235
S 6.274 9.586 10.623
H 10.544 6.483 10.487
C 4.505 8.571 6.925
H 4.456 9.104 8.984
H 7.466 12.326 14.633
N 4.536 8.361 8.305
C 6.519 9.080 14.502
H 4.756 7.110 5.332
C 6.550 9.985 12.274
H 5.209 4.575 8.262
O 5.982 7.737 12.700
Be 5.838 7.772 11.189
H 6.273 8.211 15.105
H 10.504 7.658 9.087
C 4.700 7.354 6.408
H 6.145 4.940 6.746
N 4.866 6.444 7.431
H 4.268 9.525 6.500
H 4.380 4.629 6.645
C 6.885 10.309 15.011
C 7.118 11.372 14.164
H 6.947 12.060 12.091
H 6.971 10.412 16.050

Results
LUMO = -2.928 eV
Total charge = +1
Energy above the lowest of the compared OMol25 structures with the same formula, charge and spin = 0.9 kJ/mol
Total energy = -64196.1331 eV
Largest force on an atom = 0.0413 Eh/bohr
Highest occupied orbital energy = -11.89 eV

---

DFT (wB97M-V/def2-TZVPD) results for one molecule with the formula C8H6ClNO2 in a non-equilibrium geometry.

CARTESIAN COORDINATES (ANGSTROEM)
O -1.106 0.865 2.401
H 0.866 -1.021 2.117
H 0.612 -0.677 -2.585
C 0.868 -0.948 1.127
O -1.062 1.683 -2.342
C 0.851 -0.733 -1.576
C -1.019 1.042 -1.320
H 2.036 -2.413 -1.715
H -1.568 1.661 2.742
H 2.307 -2.527 0.877
N -2.025 0.941 -0.399
C 0.096 0.170 -0.875
C -0.578 1.096 1.253
C 0.173 0.106 0.536
C 1.623 -1.738 -1.015
H -0.482 2.150 0.806
C 1.599 -1.882 0.357
Cl -3.191 2.227 -0.389

Results
LUMO (alpha / beta) = -0.584 / -0.585 eV
Total charge = 0
Energy above the lowest of the compared OMol25 structures with the same formula, charge and spin = 186.5 kJ/mol
Total energy = -26497.6790 eV
Largest force on an atom = 0.0835 Eh/bohr
Highest occupied orbital energy (alpha / beta) = -8.73 / -8.73 eV

---

DFT (wB97M-V/def2-TZVPD) results for one molecule with the formula C6H13NS in a non-equilibrium geometry.

CARTESIAN COORDINATES (ANGSTROEM)
C -0.455 1.529 1.196
H -0.539 -0.713 2.026
H -3.344 -0.090 -1.603
H 1.497 -1.484 -1.340
C -0.379 -1.513 1.283
C 0.085 0.712 0.031
S -2.755 0.235 -0.470
N -1.164 0.025 -0.814
H 1.268 0.550 -1.631
H 1.107 2.226 -1.230
C -0.196 -0.759 -0.056
H -1.128 -2.220 1.216
C 1.217 1.252 -0.815
H 2.210 1.276 -0.285
H 0.186 1.783 1.978
H 0.403 -2.642 -0.621
H -1.020 2.354 0.900
C 0.450 -1.668 -1.056
H -0.075 -1.760 -2.046
H -1.152 0.913 1.738
H 0.577 -1.889 1.373

Results
LUMO = 0.857 eV
SMILES = CC1(C)N(S)C1(C)C
Total charge = 0
Energy above the lowest of the compared OMol25 structures with the same formula, charge and spin = 275.0 kJ/mol
Total energy = -18755.4271 eV
Largest force on an atom = 0.0841 Eh/bohr
Highest occupied orbital energy = -8.32 eV